No. 1
Here is a structure of composition C44H59N9O3Rb from the OMol25 dataset. Energies are from wB97M-V/def2-TZVPD.

```
! wB97M-V def2-TZVPD RIJCOSX def2/J DEFGRID3
* xyz -1 1
Rb -0.509 -1.251 0.566
C -5.026 1.715 -4.121
C -4.308 0.370 -3.986
C -2.875 0.515 -3.579
C -1.776 0.524 -4.376
C -1.699 0.298 -5.854
C -1.387 -1.159 -6.207
C -0.639 0.706 -3.475
C 0.727 0.802 -3.896
C 1.840 0.912 -3.126
C 3.155 1.387 -3.515
C 3.518 1.735 -4.925
C 3.074 3.149 -5.309
C 3.911 1.597 -2.406
C 3.135 1.261 -1.229
C 3.448 1.460 0.073
C 2.599 1.447 1.231
N 1.294 1.263 1.197
C 0.842 1.491 2.470
C -0.489 1.500 2.832
C -1.626 1.350 2.005
N -1.562 1.205 0.668
C -2.827 1.035 0.247
C -3.187 0.809 -1.099
C -2.386 0.724 -2.218
N -1.018 0.820 -2.215
C -3.760 1.077 1.358
C -2.999 1.290 2.472
C -3.450 1.394 3.897
C -3.268 0.094 4.683
C -5.247 0.927 1.270
C -5.951 2.205 0.808
C 1.961 1.776 3.364
C 3.071 1.764 2.581
C 4.490 2.040 2.969
C 4.910 3.490 2.714
C 1.857 2.059 4.829
C 1.449 3.502 5.140
N 1.922 0.734 -1.732
C 5.304 2.136 -2.346
C 6.342 1.028 -2.152
H -6.074 1.585 -4.403
H -4.541 2.333 -4.879
H -4.990 2.266 -3.179
H -4.367 -0.173 -4.933
H -4.836 -0.252 -3.257
H -0.931 0.944 -6.290
H -2.639 0.600 -6.324
H -0.438 -1.465 -5.762
H -1.324 -1.309 -7.287
H -2.157 -1.823 -5.809
H 0.898 0.899 -4.964
H 3.065 1.009 -5.605
H 4.598 1.636 -5.056
H 1.996 3.262 -5.191
H 3.334 3.378 -6.344
H 3.552 3.889 -4.664
H 4.472 1.774 0.244
H -0.693 1.654 3.888
H -4.250 0.669 -1.275
H -4.503 1.690 3.924
H -2.903 2.198 4.399
H -3.883 -0.699 4.251
H -3.550 0.216 5.733
H -2.228 -0.235 4.640
H -5.641 0.629 2.246
H -5.492 0.105 0.592
H -5.756 3.024 1.504
H -7.033 2.067 0.734
H -5.581 2.519 -0.170
H 5.158 1.369 2.421
H 4.632 1.802 4.027
H 4.778 3.754 1.662
H 5.956 3.661 2.977
H 4.292 4.177 3.296
H 2.815 1.843 5.309
H 1.136 1.371 5.281
H 2.185 4.205 4.746
H 1.361 3.666 6.217
H 0.490 3.743 4.678
H 5.379 2.856 -1.526
H 5.522 2.696 -3.258
H 6.131 0.454 -1.248
H 7.351 1.437 -2.073
H 6.319 0.330 -2.992
N -0.858 -4.940 -1.786
C -2.074 -4.280 -1.309
C -1.970 -3.610 0.070
O -2.789 -2.698 0.320
O -1.045 -4.013 0.833
H -0.394 -5.299 -0.956
H -0.226 -4.229 -2.138
H -2.884 -5.014 -1.241
H -2.403 -3.530 -2.028
O 0.728 -1.064 -1.665
N 1.448 -0.334 -1.045
C -3.141 -3.442 3.384
C -2.268 -3.182 4.610
C -0.983 -2.552 4.274
N 0.023 -2.060 4.015
H -4.062 -3.935 3.698
H -2.613 -4.061 2.660
H -3.390 -2.517 2.865
H -2.039 -4.111 5.135
H -2.762 -2.524 5.327
C 1.419 -4.942 2.162
N 2.806 -4.518 1.939
C 3.748 -5.586 1.647
C 2.969 -3.379 1.259
N 3.111 -2.393 0.671
H 1.388 -5.562 3.059
H 1.031 -5.500 1.307
H 0.785 -4.075 2.303
H 3.797 -6.259 2.504
H 4.737 -5.168 1.472
H 3.442 -6.161 0.765
*
```

Maximum force in eV Å⁻¹: 1.30
HOMO level in Eh: -0.140
Relative energy (zero: lowest compared OMol25 entry of this formula, charge and spin) in kcal per mole: 2.27


No. 2
Here is a structure of composition C13H38Ba3F3O11 from the OMol25 dataset. Energies are from wB97M-V/def2-TZVPD.

```
! wB97M-V def2-TZVPD RIJCOSX def2/J DEFGRID3
* xyz 3 1
Ba 3.866 2.434 -31.756
Ba 5.949 5.447 -33.244
Ba 5.362 5.299 -28.694
C 4.548 1.395 -28.404
O 4.557 0.628 -29.650
O 4.235 2.690 -28.844
C 3.784 0.748 -27.222
F 4.378 -0.280 -26.545
F 3.560 1.576 -26.193
F 2.582 0.250 -27.566
C 5.468 -0.473 -29.680
C 5.834 -0.986 -31.108
H 6.194 -0.150 -31.707
H 6.591 -1.760 -30.988
H 4.962 -1.413 -31.604
H 4.990 -1.284 -29.130
H 6.381 -0.351 -29.096
H 5.583 1.457 -28.068
O 7.445 4.949 -30.570
C 7.667 3.557 -30.671
C 7.535 2.636 -31.954
O 6.391 2.558 -32.797
H 6.814 3.098 -30.172
H 8.537 3.285 -30.073
H 7.763 1.625 -31.619
H 8.440 2.780 -32.545
C 10.297 0.164 -30.818
O 9.288 -0.648 -31.436
H 9.976 1.206 -30.831
H 10.351 -0.230 -29.803
H 11.238 0.035 -31.352
H 8.490 -0.142 -31.607
C 10.112 6.995 -29.323
O 8.840 7.471 -29.806
H 10.277 7.506 -28.374
H 10.057 5.943 -29.042
H 10.861 7.249 -30.073
H 8.468 6.739 -30.304
C 6.945 3.541 -25.601
O 6.944 3.873 -26.989
H 5.935 3.370 -25.229
H 7.418 2.641 -25.208
H 7.156 4.415 -24.986
H 7.868 3.801 -27.238
C 8.174 -0.255 -34.547
O 6.777 -0.205 -34.800
H 8.288 -0.970 -33.732
H 8.612 -0.674 -35.452
H 8.683 0.689 -34.354
H 6.518 -1.109 -34.605
C 10.321 2.518 -27.135
O 9.532 3.630 -27.495
H 10.750 2.535 -26.133
H 9.732 1.604 -27.218
H 11.114 2.474 -27.882
H 9.283 3.605 -28.422
C 12.031 3.608 -31.126
O 12.809 2.729 -30.314
H 10.988 3.661 -30.814
H 12.404 4.631 -31.171
H 12.021 3.209 -32.140
H 13.191 3.138 -29.534
C 9.617 5.510 -33.617
O 8.418 5.271 -34.231
H 10.356 5.520 -34.418
H 9.812 6.383 -32.993
H 9.832 4.587 -33.080
H 8.562 4.526 -34.818
*
```

Maximum force in eV Å⁻¹: 4.14
HOMO level in Eh: -0.596
Relative energy (zero: lowest compared OMol25 entry of this formula, charge and spin) in kcal per mole: 12.50


No. 3
Here is a structure of composition C23H41IP2Pr from the OMol25 dataset. Energies are from wB97M-V/def2-TZVPD.

```
! wB97M-V def2-TZVPD RIJCOSX def2/J DEFGRID3
* xyz 1 3
Pr 0.094 -0.072 0.318
C 1.515 0.283 -1.725
C 0.339 1.085 -1.986
C 1.348 1.928 -0.018
C 2.161 0.787 -0.506
C 0.226 2.095 -0.953
C 2.006 -0.874 -2.544
H 1.201 -1.333 -3.129
H 2.498 -1.650 -1.941
H 2.745 -0.455 -3.239
C 3.317 0.191 0.224
H 3.582 -0.794 -0.173
H 3.152 0.096 1.309
H 4.147 0.883 0.052
C 1.569 2.648 1.270
H 2.290 3.436 1.032
H 1.991 2.000 2.051
H 0.655 3.109 1.662
C -0.847 3.137 -0.836
H -0.440 4.040 -1.309
H -1.103 3.379 0.206
H -1.759 2.846 -1.370
C -0.582 0.935 -3.170
H -0.214 1.636 -3.931
H -1.625 1.193 -2.938
H -0.556 -0.078 -3.590
C -4.266 -5.875 -0.005
C -4.132 -5.655 -1.317
C -5.166 -5.287 -2.342
C -6.496 -4.693 -1.812
C -6.300 -3.436 -1.012
C -6.003 -3.304 0.285
C -5.805 -4.356 1.337
C -5.505 -5.794 0.842
H -5.398 -6.160 -2.975
H -7.051 -5.458 -1.257
H -4.706 -4.549 -3.021
H -6.385 -6.206 0.335
H -3.355 -6.145 0.551
H -3.130 -5.792 -1.743
H -5.349 -6.416 1.742
H -4.965 -4.029 1.973
H -5.925 -2.281 0.674
H -6.681 -4.391 2.007
H -7.111 -4.448 -2.697
H -6.407 -2.509 -1.597
P -0.830 -2.459 -0.255
C 0.225 -3.632 0.464
C -1.390 -2.839 -1.838
P -2.497 -0.113 0.741
C -2.242 -1.960 0.861
C -3.608 0.284 -0.513
C -2.806 0.630 2.276
H 0.735 -3.263 1.360
H 0.961 -3.901 -0.302
H -0.459 -4.447 0.676
H -2.100 -3.631 -1.635
H -0.521 -3.201 -2.396
H -1.845 -2.000 -2.371
H -3.730 0.143 2.573
H -2.949 1.701 2.093
H -1.996 0.480 2.996
H -1.965 -2.206 1.903
H -3.160 -2.488 0.564
H -3.769 1.364 -0.452
H -4.485 -0.275 -0.209
H -3.273 0.015 -1.518
I 0.816 -0.658 2.987
*
```

Maximum force in eV Å⁻¹: 3.19
HOMO level (spin up / spin down) in Eh: -0.391 / -0.390
Relative energy (zero: lowest compared OMol25 entry of this formula, charge and spin) in kcal per mole: 76.35


Number 2 is which compound? C13H38Ba3F3O11